Below is C47H40Br2NO25S as an isolated structure, with properties calculated with ωB97M-V/def2-TZVPD.

XYZ file:
```
116
Properties=species:S:1:pos:R:3:lowdin_charge:R:1
C -2.444 4.127 5.987 -0.13
C -1.801 3.626 4.690 -0.79
Br -0.178 4.672 4.427 0.75
C -2.755 3.814 3.501 -0.89
Br -1.945 3.927 1.746 0.74
S -4.044 2.515 3.327 1.16
C -3.845 1.248 4.595 -0.30
C -2.666 0.274 4.389 -0.18
C -2.011 0.294 3.027 -0.28
O -2.994 -0.032 2.051 -0.07
C -5.555 3.319 3.856 -0.48
C -6.582 3.350 2.931 -0.04
C -7.775 3.946 3.340 -0.02
C -7.838 4.457 4.627 -0.01
C -6.719 4.368 5.457 -0.10
N -5.577 3.803 5.088 0.09
H -1.675 4.233 6.746 0.08
H -2.899 5.100 5.825 0.07
H -3.190 3.434 6.362 0.06
H -1.457 2.604 4.768 0.06
H -3.283 4.756 3.630 0.05
H -3.847 1.720 5.571 0.08
H -4.787 0.705 4.516 0.11
H -3.038 -0.734 4.558 0.13
H -1.909 0.473 5.146 0.12
H -1.515 1.243 2.806 0.08
H -1.222 -0.463 3.021 0.11
H -2.668 0.252 1.192 0.09
H -6.456 2.935 1.943 0.12
H -8.627 4.013 2.681 0.12
H -8.733 4.930 4.999 0.12
H -6.757 4.784 6.454 0.12
C 2.779 -3.150 0.334 0.08
C 2.591 -2.218 1.273 -0.24
C 1.396 -2.224 2.188 -0.32
O 1.322 -1.321 3.006 0.09
C 0.412 -3.274 2.033 0.07
C 0.595 -4.212 1.089 -0.23
C 1.802 -4.210 0.179 -0.29
O 1.865 -5.102 -0.641 0.12
O -0.250 -5.200 0.862 0.13
O 3.426 -1.200 1.451 0.11
H 3.629 -3.138 -0.334 0.14
H -0.449 -3.270 2.686 0.13
H 0.125 -5.721 0.121 0.12
H 3.050 -0.652 2.166 0.13
C 0.232 1.327 -2.064 0.07
C -0.040 1.128 -3.362 -0.24
C 0.781 0.200 -4.223 -0.31
O 0.438 0.085 -5.383 0.12
C 1.911 -0.481 -3.623 0.08
C 2.189 -0.276 -2.328 -0.22
C 1.350 0.633 -1.461 -0.31
O 1.653 0.721 -0.284 0.10
O 3.199 -0.859 -1.699 0.11
O -1.033 1.719 -4.003 0.11
H -0.352 1.991 -1.442 0.13
H 2.502 -1.134 -4.250 0.14
H 3.193 -0.524 -0.778 0.10
H -0.998 1.383 -4.922 0.13
C -4.890 7.679 4.741 0.06
C -3.681 8.239 4.603 -0.23
C -3.393 9.651 5.060 -0.31
O -2.256 10.049 4.901 0.12
C -4.468 10.422 5.647 0.08
C -5.679 9.863 5.784 -0.23
C -5.961 8.448 5.347 -0.31
O -7.085 8.017 5.532 0.10
O -6.716 10.493 6.310 0.13
O -2.635 7.628 4.071 0.09
H -5.108 6.672 4.415 0.11
H -4.256 11.434 5.960 0.14
H -7.466 9.870 6.296 0.12
H -1.899 8.275 4.110 0.13
C 2.257 4.067 -6.699 0.08
C 1.049 4.122 -6.125 -0.23
C -0.186 4.538 -6.885 -0.31
O -1.238 4.525 -6.270 0.10
C -0.052 4.914 -8.275 0.07
C 1.158 4.865 -8.853 -0.23
C 2.391 4.427 -8.099 -0.31
O 3.438 4.402 -8.715 0.12
O 1.380 5.187 -10.115 0.13
O 0.818 3.811 -4.856 0.10
H 3.146 3.765 -6.163 0.14
H -0.940 5.221 -8.809 0.14
H 2.336 5.056 -10.270 0.12
H -0.142 3.941 -4.716 0.11
C 1.658 -9.728 -4.374 0.08
C 2.866 -9.192 -4.605 -0.23
C 3.217 -7.790 -4.169 -0.30
O 4.345 -7.399 -4.405 0.09
C 2.204 -7.001 -3.500 0.08
C 0.999 -7.537 -3.273 -0.23
C 0.653 -8.944 -3.688 -0.31
O -0.467 -9.337 -3.417 0.11
O 0.013 -6.885 -2.670 0.10
O 3.844 -9.834 -5.222 0.12
H 1.400 -10.732 -4.679 0.14
H 2.456 -5.995 -3.195 0.13
H -0.739 -7.510 -2.636 0.12
H 4.604 -9.221 -5.247 0.12
C 9.066 -9.218 -0.752 0.07
C 7.802 -9.649 -0.639 -0.24
C 6.692 -9.113 -1.511 -0.31
O 5.579 -9.579 -1.339 0.10
C 7.005 -8.090 -2.485 0.08
C 8.269 -7.659 -2.599 -0.23
C 9.384 -8.206 -1.741 -0.31
O 10.498 -7.756 -1.929 0.11
O 8.654 -6.730 -3.460 0.12
O 7.414 -10.569 0.230 0.12
H 9.868 -9.597 -0.135 0.14
H 6.195 -7.708 -3.090 0.11
H 9.617 -6.623 -3.330 0.12
H 6.456 -10.693 0.085 0.12
```

- total charge = +1
- max |F| (Eh/bohr) = 0.0117
- Kohn-Sham gap (eV) = 6.95
- calculated total energy (Ha) = -9296.69679
- LUMO (eV) = -3.596

Below is C47H40CrN6O3P2Te as an isolated structure, with properties calculated with ωB97M-V/def2-TZVPD.

XYZ file:
```
100
Properties=species:S:1:pos:R:3:lowdin_spin:R:1
Cr -0.126 -0.328 -0.367 0.98
O -3.830 0.289 1.010 0.01
C -2.820 -0.084 0.475 0.00
N -1.611 0.615 0.409 0.01
C -1.459 1.905 0.862 0.00
O -2.288 2.691 1.247 0.02
C 0.004 2.307 0.802 0.00
C 0.402 3.561 1.221 0.00
C 1.742 3.899 1.131 0.00
C 2.634 2.966 0.621 0.00
C 2.153 1.733 0.225 0.00
N 0.863 1.399 0.314 -0.01
C -2.685 -1.444 -0.206 0.00
C -3.739 -2.274 -0.089 -0.01
C -3.926 -3.639 -0.537 0.00
C -3.026 -4.458 -1.089 0.00
C -1.588 -4.139 -1.296 0.00
N -1.461 -1.604 -0.846 0.00
H -0.353 4.235 1.603 0.00
H 2.088 4.873 1.450 0.00
H 3.689 3.183 0.531 0.00
H 2.814 0.980 -0.178 0.00
H -4.566 -1.825 0.449 0.00
H -4.926 -4.034 -0.396 0.00
H -3.346 -5.445 -1.405 0.00
H -1.129 -4.864 -1.971 0.00
Te 1.733 -4.834 1.097 0.00
C 3.553 -4.300 2.039 0.00
C 3.706 -4.460 3.407 0.00
C 4.950 -4.193 3.968 0.00
N 6.008 -3.789 3.270 0.00
C 5.843 -3.634 1.956 0.00
C 4.648 -3.877 1.296 0.00
C 0.983 -2.986 0.557 0.00
P 1.275 -2.202 -0.986 0.00
C 0.117 -2.710 -2.274 0.00
C -1.310 -2.638 -1.858 0.00
C -2.256 -2.456 -2.975 0.00
C -1.911 -2.719 -4.254 0.00
C -0.557 -3.022 -4.552 0.00
C 0.444 -2.952 -3.602 0.00
C 2.933 -2.578 -1.616 0.00
C 3.283 -3.843 -2.093 0.00
C 4.595 -4.117 -2.452 0.00
C 5.569 -3.134 -2.343 0.00
C 5.230 -1.868 -1.883 0.00
C 3.917 -1.595 -1.524 0.00
P 0.420 -1.702 1.592 -0.01
C -1.053 -2.157 2.545 0.00
C -1.529 -3.463 2.578 0.00
C -2.695 -3.760 3.273 0.00
C -3.398 -2.754 3.921 0.00
C -2.929 -1.447 3.889 0.00
C -1.758 -1.153 3.210 0.00
C 1.684 -1.356 2.854 0.00
C 1.499 -1.637 4.203 0.00
C 2.547 -1.465 5.099 0.00
C 3.781 -1.014 4.656 0.00
C 3.969 -0.721 3.310 0.00
C 2.925 -0.890 2.418 0.00
H 2.880 -4.773 4.032 0.00
H 5.100 -4.308 5.036 0.00
H 6.717 -3.308 1.401 0.00
H 4.579 -3.735 0.228 0.00
H -1.025 -4.144 -0.359 0.00
H -3.264 -2.160 -2.710 0.00
H -2.639 -2.670 -5.053 0.00
H -0.293 -3.274 -5.574 0.00
H 1.479 -3.074 -3.891 0.00
H 2.532 -4.617 -2.183 0.00
H 4.861 -5.103 -2.810 0.00
H 6.591 -3.353 -2.620 0.00
H 5.984 -1.096 -1.808 0.00
H 3.652 -0.608 -1.170 0.00
H -0.991 -4.251 2.069 0.00
H -3.055 -4.780 3.300 0.00
H -4.310 -2.987 4.453 0.00
H -3.487 -0.654 4.369 0.00
H -1.391 -0.131 3.194 0.00
H 0.544 -2.002 4.559 0.00
H 2.399 -1.694 6.146 0.00
H 4.602 -0.905 5.352 0.00
H 4.935 -0.377 2.961 0.00
H 3.081 -0.698 1.362 0.00
N -0.078 0.618 -2.168 0.00
C -0.350 1.177 -3.143 0.01
N -0.663 1.853 -4.209 0.01
C -1.391 1.262 -5.343 0.00
C -2.610 2.121 -5.617 0.00
O -2.222 3.463 -5.847 0.00
C -1.606 4.032 -4.705 0.00
C -0.336 3.282 -4.348 0.00
H -1.668 0.235 -5.101 0.00
H -0.730 1.266 -6.212 0.00
H -3.302 2.070 -4.768 0.00
H -3.120 1.775 -6.514 0.00
H -2.302 4.023 -3.857 0.00
H -1.363 5.062 -4.955 0.00
H 0.089 3.649 -3.415 0.00
H 0.401 3.389 -5.147 0.00
```

- total charge = +1
- max |F| (Eh/bohr) = 0.0176
- Kohn-Sham gap (alpha / beta) (eV) = 4.75 / 4.71
- energy relative to the best compared isomer or geometry (same formula, charge and spin) (kcal/mol) = 0.0
- calculated total energy (Ha) = -4364.17545
- LUMO (alpha / beta) (eV) = -5.005 / -5.031
- 2S+1 = 2